No. 1
C2H10BCl2CoO2 | ωB97M-V/def2-TZVPD

Computed properties:
* E_tot: -69681.767 eV
* HOMO-LUMO gap (alpha / beta): 7.89 / 7.85 eV
* expectation value of S²: 3.756
* net charge: -1
* relative energy (zero: lowest compared OMol25 entry of this formula, charge and spin): 0.000 eV
* F_max: 2.03 eV/Å
* multiplicity: 4

Atoms and positions in Å:
H 15.129 20.395 4.198
H 16.091 19.813 2.645
O 17.769 22.384 5.524
H 18.477 22.843 7.423
H 17.400 23.269 5.571
C 19.764 21.485 6.450
H 17.832 21.181 7.239
Cl 19.344 19.355 2.493
H 20.438 22.299 6.170
H 20.473 20.069 5.285
H 16.996 20.039 4.337
O 19.679 20.610 5.311
B 16.149 20.418 3.635
H 20.163 20.980 7.332
H 16.409 21.535 3.367
Co 18.349 21.211 3.742
Cl 18.805 23.247 2.650
C 18.358 21.998 6.742

No. 2
C2H10N | ωB97M-V/def2-TZVPD

Computed properties:
* E_tot: -3718.421 eV
* HOMO-LUMO gap: 8.59 eV
* net charge: +1
* relative energy (zero: lowest compared OMol25 entry of this formula, charge and spin): 0.994 eV
* F_max: 4.00 eV/Å
* multiplicity: 1

Atoms and positions in Å:
N -0.544 3.932 -1.173
H -1.336 3.410 -1.620
C 0.095 -1.687 0.547
H -0.171 4.525 -1.892
H -0.879 4.400 -0.339
H 0.099 3.169 -0.980
C 0.569 -3.121 0.902
H -0.841 -1.463 0.174
H 0.368 -0.833 1.242
H 1.658 -3.337 0.923
H -0.020 -3.898 0.435
H 0.349 -3.206 1.991
H 0.595 -1.444 -0.412

No. 3
C2H10N2 | ωB97M-V/def2-TZVPD

Computed properties:
* E_tot: -5215.688 eV
* SMILES: CN.CN
* HOMO-LUMO gap: 10.57 eV
* relative energy (zero: lowest compared OMol25 entry of this formula, charge and spin): 0.664 eV
* F_max: 1.31 eV/Å
* multiplicity: 1

Atoms and positions in Å:
H 1.667 4.029 -1.757
H -1.184 -3.204 2.201
N 2.287 3.411 -3.687
H -3.625 -3.773 2.085
H 2.272 4.380 -4.022
C -1.936 -3.180 3.007
H 2.578 2.489 -1.837
H -2.561 -4.979 2.403
C 2.488 3.500 -2.268
H -2.333 -2.154 3.088
N -2.999 -4.145 2.807
H -1.442 -3.442 3.958
H 3.428 4.046 -2.083
H 1.360 3.023 -3.894

No. 4
C2H10N2O | ωB97M-V/def2-TZVPD

Computed properties:
* E_tot: -7263.294 eV
* SMILES: CNCN.O
* HOMO-LUMO gap: 8.98 eV
* relative energy (zero: lowest compared OMol25 entry of this formula, charge and spin): 0.629 eV
* F_max: 0.86 eV/Å
* multiplicity: 1

Atoms and positions in Å:
H -1.312 0.106 -0.781
H -2.431 0.326 2.211
N -0.591 0.411 -1.406
H 1.800 -1.620 1.046
H 0.869 -2.084 -0.408
H 2.394 0.256 0.056
H -0.491 -0.315 -2.110
N 1.556 -0.107 -0.384
H 0.994 1.703 -1.216
H -2.614 1.038 0.794
H 0.130 -1.119 0.864
O -2.013 0.526 1.357
C 1.060 -1.293 0.316
H 0.109 1.273 0.296
C 0.540 0.900 -0.636

No. 5
C2H10N2O | ωB97M-V/def2-TZVPD

Computed properties:
* E_tot: -7263.238 eV
* SMILES: NCCN.O
* HOMO-LUMO gap: 9.89 eV
* relative energy (zero: lowest compared OMol25 entry of this formula, charge and spin): 0.686 eV
* F_max: 3.14 eV/Å
* multiplicity: 1

Atoms and positions in Å:
N 1.386 -1.412 -1.567
H 0.131 1.210 0.774
O -1.880 1.999 2.146
H -1.181 2.396 2.688
H 2.271 -1.814 -1.293
N -0.011 0.988 -0.218
H 0.136 -2.522 -0.258
H 1.128 -1.380 0.564
H -1.275 -0.493 0.404
C -0.512 -0.387 -0.379
H -1.928 2.627 1.414
H -1.203 -0.487 -1.241
H 1.550 -0.511 -1.997
C 0.513 -1.444 -0.390
H 0.877 1.231 -0.649

No. 6
C2H10N2O | ωB97M-V/def2-TZVPD

Computed properties:
* E_tot: -7263.387 eV
* SMILES: CNCN.O
* HOMO-LUMO gap: 9.75 eV
* relative energy (zero: lowest compared OMol25 entry of this formula, charge and spin): 0.536 eV
* F_max: 1.60 eV/Å
* multiplicity: 1

Atoms and positions in Å:
H 1.124 0.814 -1.660
H -2.180 1.056 -0.539
C 0.594 -0.022 -1.196
O 0.074 -1.365 2.433
H 1.106 -1.857 -0.524
H -0.007 -0.504 -1.967
C -1.185 1.481 -0.395
H -0.583 -1.398 3.149
H 2.184 -0.689 -0.071
N -0.278 0.346 -0.097
N 1.582 -1.014 -0.814
H -0.559 -1.551 1.729
H -0.887 2.022 -1.274
H -1.219 2.132 0.478
H 0.234 0.549 0.749

No. 7
C2H10N2O2 | ωB97M-V/def2-TZVPD

Computed properties:
* E_tot: -9308.817 eV
* HOMO-LUMO gap (alpha / beta): 2.63 / 7.92 eV
* expectation value of S²: 0.751
* net charge: -1
* relative energy (zero: lowest compared OMol25 entry of this formula, charge and spin): 1.352 eV
* F_max: 1.51 eV/Å
* multiplicity: 2

Atoms and positions in Å:
H -1.438 2.762 -1.780
H -1.816 -0.438 1.247
H -1.351 -0.106 -0.374
C 0.685 -2.029 0.143
O 0.999 2.252 0.906
N -1.091 -0.442 0.542
H 2.343 -1.522 -0.765
O -1.331 1.858 -1.431
H 1.421 1.390 0.791
H -1.375 -2.605 0.277
H -1.116 1.961 -0.492
H 0.531 2.238 1.764
N 1.510 -1.039 -0.399
C -0.636 -1.820 0.379
H 1.206 -2.898 0.565
H 1.115 -0.568 -1.215

No. 8
C2H10N2O2 | ωB97M-V/def2-TZVPD

Computed properties:
* E_tot: -9309.543 eV
* SMILES: N/C=C\N.O.O
* HOMO-LUMO gap: 8.17 eV
* relative energy (zero: lowest compared OMol25 entry of this formula, charge and spin): 2.027 eV
* F_max: 2.51 eV/Å
* multiplicity: 1

Atoms and positions in Å:
H 1.673 -3.428 1.206
H 0.852 4.142 -0.051
O 0.982 3.219 0.204
C 0.406 -1.588 0.970
H -2.610 2.909 0.011
O -2.837 3.076 -0.903
H 0.137 2.852 -0.209
N 1.184 -2.939 -0.813
H -0.415 -0.040 -0.097
H -3.400 2.389 -1.275
C 1.152 -2.671 0.577
N 0.499 -0.430 0.110
H 0.977 -3.906 -1.018
H -0.061 -1.414 1.947
H 1.065 0.267 0.581
H 0.398 -2.439 -1.241

No. 9
C2H10N2O2 | ωB97M-V/def2-TZVPD

Computed properties:
* E_tot: -9310.060 eV
* SMILES: NCO.NCO
* HOMO-LUMO gap: 10.01 eV
* relative energy (zero: lowest compared OMol25 entry of this formula, charge and spin): 1.509 eV
* F_max: 4.54 eV/Å
* multiplicity: 1

Atoms and positions in Å:
H 1.230 -3.557 0.334
H -0.268 -1.534 -1.101
N 1.020 -3.160 -0.550
H -0.401 1.980 -1.431
N 0.126 3.002 0.302
O -1.001 0.890 0.213
H -1.823 2.638 -0.345
C 0.066 -2.087 -0.310
H 0.563 -0.314 0.507
H -1.210 0.886 1.141
H 0.925 2.403 0.538
O 0.735 -1.205 0.608
H -0.210 3.316 1.145
C -0.857 2.164 -0.451
H 1.920 -2.941 -0.902
H -0.817 -2.480 0.302

No. 10
C2H10N2O2 | ωB97M-V/def2-TZVPD

Computed properties:
* E_tot: -9309.772 eV
* SMILES: C/N=C\N.O.O
* HOMO-LUMO gap: 9.09 eV
* relative energy (zero: lowest compared OMol25 entry of this formula, charge and spin): 1.798 eV
* F_max: 2.97 eV/Å
* multiplicity: 1

Atoms and positions in Å:
H -1.533 -2.253 1.437
H -0.763 1.283 1.651
C -0.149 1.109 -1.243
H -2.387 1.017 1.080
H 0.978 2.552 -0.257
N -0.877 0.567 -0.352
H 2.672 -1.803 0.787
H -0.333 1.086 -2.323
H 1.245 -2.329 0.674
C -1.399 1.352 0.755
H -1.494 2.398 0.462
H -1.132 -0.932 1.018
H 1.636 2.102 -1.732
O -0.911 -1.847 0.804
N 0.949 1.889 -1.022
O 2.159 -2.506 0.380

No. 11
C2H10N2O2 | ωB97M-V/def2-TZVPD

Computed properties:
* E_tot: -9310.761 eV
* SMILES: NCO.NCO
* HOMO-LUMO gap: 10.39 eV
* relative energy (zero: lowest compared OMol25 entry of this formula, charge and spin): 0.808 eV
* F_max: 1.64 eV/Å
* multiplicity: 1

Atoms and positions in Å:
O 3.083 0.119 -0.352
H 1.698 0.634 1.686
H 1.424 -1.068 -0.658
N 1.111 0.164 1.020
H -1.538 1.793 -0.186
H -2.277 -0.348 -1.535
H -3.325 -0.604 0.193
N -2.489 -0.115 0.457
H 2.925 0.690 -1.114
H -2.047 -0.680 1.177
C 1.977 -0.590 0.157
H -0.779 -0.711 -0.639
H 2.432 -1.379 0.761
C -1.614 -0.015 -0.729
H 0.475 0.840 0.616
O -1.058 1.270 -0.853

No. 12
C2H10N2O2 | ωB97M-V/def2-TZVPD

Computed properties:
* E_tot: -9309.839 eV
* SMILES: N/C=C/N.O.O
* HOMO-LUMO gap: 8.06 eV
* relative energy (zero: lowest compared OMol25 entry of this formula, charge and spin): 1.730 eV
* F_max: 1.82 eV/Å
* multiplicity: 1

Atoms and positions in Å:
C -1.576 1.040 0.283
N -2.558 1.955 -0.170
H 1.968 -2.278 0.082
H 3.097 -2.195 1.210
H 0.344 -0.080 1.457
H -2.199 2.589 -0.867
N 0.742 0.644 0.866
O 2.730 -1.785 0.434
H 0.050 1.044 -1.133
C -0.287 0.894 -0.109
H 0.696 -2.034 -1.956
H -1.957 0.382 1.057
H -2.932 2.500 0.596
H 0.024 -1.069 -1.029
H 1.595 0.412 0.375
O 0.262 -2.019 -1.094

No. 13
C2H10N2O2 | ωB97M-V/def2-TZVPD

Computed properties:
* E_tot: -9310.941 eV
* SMILES: [H]/N=C/NC.O.O
* HOMO-LUMO gap: 9.85 eV
* relative energy (zero: lowest compared OMol25 entry of this formula, charge and spin): 0.629 eV
* F_max: 1.85 eV/Å
* multiplicity: 1

Atoms and positions in Å:
H -0.872 -0.777 3.001
H -0.756 1.990 1.039
H 2.586 0.044 -1.921
H -0.128 -0.805 0.573
C -0.358 1.165 0.430
H -0.436 2.107 -1.112
H 1.412 0.624 -2.620
C -1.343 -0.223 2.197
O 2.294 0.285 -2.808
H 0.536 -1.189 -1.371
O 0.846 -1.973 -0.888
H -1.589 0.772 2.575
H -2.254 -0.626 1.766
N 0.106 1.317 -0.758
N -0.367 0.009 1.114
H 0.323 -2.720 -1.215

No. 14
C2H10N2O2 | ωB97M-V/def2-TZVPD

Computed properties:
* E_tot: -9302.071 eV
* HOMO-LUMO gap (alpha / beta): 10.05 / 5.79 eV
* expectation value of S²: 0.786
* net charge: +1
* relative energy (zero: lowest compared OMol25 entry of this formula, charge and spin): 0.672 eV
* F_max: 1.44 eV/Å
* multiplicity: 2

Atoms and positions in Å:
N 2.076 0.945 -0.536
O -4.887 0.373 1.412
H -0.007 0.137 -1.287
H -5.503 0.807 0.808
H -1.905 0.097 -0.055
C 1.280 0.216 0.199
O 4.431 -0.681 -2.127
C -1.083 -0.438 0.416
H -0.942 -0.044 1.420
H 5.130 -0.654 -1.462
H -5.295 -0.491 1.538
H 3.805 -0.020 -1.813
H -1.394 -1.470 0.478
H 1.374 0.054 1.273
H 2.775 1.383 0.074
N 0.143 -0.213 -0.337

No. 15
C2H10N2O2P | ωB97M-V/def2-TZVPD

Computed properties:
* E_tot: -18589.748 eV
* HOMO-LUMO gap: 9.85 eV
* net charge: +1
* relative energy (zero: lowest compared OMol25 entry of this formula, charge and spin): 6.086 eV
* F_max: 5.76 eV/Å
* multiplicity: 1

Atoms and positions in Å:
O 0.463 1.865 -0.320
H 1.473 -0.382 1.899
H 0.128 0.266 2.541
N 2.284 -1.068 -0.262
H -2.103 -1.126 -1.041
H 1.405 1.897 -0.139
H -0.130 -1.574 2.023
P -0.088 -0.231 0.082
H 2.760 -1.863 -0.623
O 0.935 -1.063 -0.752
C -1.670 -0.063 -0.983
H -1.169 0.076 -2.010
N -2.515 1.021 -0.816
H -2.889 1.208 0.150
H -1.945 1.806 -0.968
C 0.323 -0.507 1.813
H 2.737 -0.262 -0.594